(1)
Below is a gas-phase ion, C27H28F6N3 (charge +1) at a distorted geometry, with properties calculated with ωB97M-V with the def2-TZVPD basis set.

Values from the calculation:
2S+1	1
LUMO level	-3.11	eV
E_HOMO	-11.759	eV
DFT total energy	-49222.89975	eV
net charge	+1
energy above the lowest of the compared OMol25 structures with the same formula, charge and spin	0.0	kcal/mol
structure (SMILES)	CN(C)C(N(Cc1ccccc1)C(c1ccc(C(F)(F)F)cc1)c1ccc(C(F)(F)F)cc1)=[N+](C)C
molecular weight	508.530	g/mol

Structure (XYZ):
```
64
Properties=species:S:1:pos:R:3:nbo_charge:R:1
C -0.8022 -3.1125 0.3411 -0.423
N -1.5928 -2.1420 1.1085 -0.346
C -2.6939 -2.7079 1.8907 -0.416
C -1.2346 -0.8710 1.2350 0.802
N -0.0148 -0.4468 0.6758 -0.531
C 1.0139 0.0726 1.5934 -0.226
C 2.2575 -0.7680 1.7351 -0.084
C 3.4799 -0.2837 1.2620 -0.189
C 4.6079 -1.1020 1.2651 -0.208
C 4.5613 -2.3534 1.8934 -0.197
C 3.3733 -2.7711 2.5119 -0.223
C 2.2196 -1.9874 2.4182 -0.168
C -0.0408 -0.1959 -0.7451 -0.088
C -1.3590 0.4976 -1.1089 -0.052
C -2.3509 -0.2390 -1.7511 -0.219
C -3.5472 0.3585 -2.1352 -0.165
C -3.7126 1.7198 -1.9217 -0.143
C -4.9738 2.3879 -2.4010 0.978
F -5.1092 3.6640 -1.9240 -0.319
F -6.0833 1.6866 -2.0015 -0.323
F -5.0163 2.4593 -3.7747 -0.318
C -2.7283 2.4803 -1.3202 -0.186
C -1.5782 1.8469 -0.8362 -0.167
C 1.2121 0.4462 -1.3339 0.043
C 1.2241 1.7155 -1.9172 -0.228
C 2.4091 2.3122 -2.3340 -0.165
C 3.5754 1.5682 -2.3107 -0.140
C 4.8732 2.2352 -2.6708 0.977
F 5.9406 1.6091 -2.0891 -0.323
F 5.0928 2.2286 -4.0267 -0.319
F 4.9042 3.5388 -2.2565 -0.320
C 3.5597 0.2306 -1.9352 -0.172
C 2.3751 -0.3227 -1.4540 -0.200
N -2.0672 -0.0032 1.8643 -0.447
C -3.5153 0.0502 1.5606 -0.412
C -1.5964 1.1165 2.6892 -0.409
H 0.2564 -2.8298 0.3450 0.249
H -0.9150 -4.0878 0.8267 0.230
H -1.1805 -3.1990 -0.6912 0.220
H -2.8687 -2.0781 2.7713 0.230
H -3.6066 -2.7991 1.2802 0.228
H -2.3914 -3.7061 2.2266 0.231
H 1.2374 1.1166 1.3307 0.218
H 0.5673 0.0888 2.5905 0.215
H 3.5284 0.7250 0.8444 0.221
H 5.5197 -0.7639 0.7649 0.229
H 5.4472 -2.9891 1.9031 0.231
H 3.3448 -3.7197 3.0567 0.225
H 1.2842 -2.3091 2.8896 0.192
H -0.0813 -1.1948 -1.2041 0.198
H -2.1925 -1.3011 -1.9520 0.217
H -4.3270 -0.2251 -2.6131 0.244
H -2.8437 3.5553 -1.2280 0.248
H -0.8339 2.4487 -0.3050 0.218
H 0.3063 2.2857 -2.0479 0.228
H 2.4116 3.3445 -2.6681 0.244
H 4.4767 -0.3525 -1.9719 0.245
H 2.3735 -1.3723 -1.1513 0.224
H -3.7553 -0.4975 0.6412 0.227
H -4.0967 -0.3568 2.4038 0.211
H -3.8081 1.1003 1.4094 0.234
H -0.9962 0.7405 3.5350 0.216
H -1.0352 1.8609 2.0982 0.217
H -2.4849 1.5972 3.1185 0.235
```



(2)
Below is a molecular structure, C27H28N2SiTi at a distorted geometry, with properties calculated with ωB97M-V with the def2-TZVPD basis set.

Values from the calculation:
2S+1	2
LUMO level (spin up / spin down)	-3.99 / -3.98	eV
E_HOMO (spin up / spin down)	-10.374 / -11.129	eV
DFT total energy	-62420.20383	eV
net charge	+1
energy above the lowest of the compared OMol25 structures with the same formula, charge and spin	19.5	kcal/mol
molecular weight	456.488	g/mol
expectation value of S²	0.755

Structure (XYZ):
```
59
Properties=species:S:1:pos:R:3:nbo_charge:R:1
C -2.4056 -0.6129 -1.2772 -0.324
C -2.0768 -1.8221 -0.5873 -0.202
C -2.4893 -1.6951 0.7699 -0.292
H -1.6210 -2.7081 -1.0324 0.260
C -3.1952 -0.4548 0.9081 -0.337
C -3.1574 0.2214 -0.3703 -0.354
H -3.7393 1.1036 -0.6414 0.255
H -2.1975 -0.4058 -2.3287 0.245
H -2.3545 -2.4315 1.5598 0.261
H -3.7598 -0.1482 1.7824 0.245
Ti -1.1139 0.1194 0.4887 0.964
C 1.7081 0.1232 1.3866 -1.021
H 1.6116 -0.3629 2.3652 0.253
H 1.1118 1.0461 1.3852 0.214
H 2.7664 0.4263 1.3129 0.245
Si 1.3858 -1.2454 -0.0596 1.333
C 2.2568 -0.7596 -1.6969 -0.391
C 1.8588 -1.4039 -2.8936 -0.241
H 1.2058 -2.2868 -2.8673 0.218
C 2.2524 -0.9183 -4.1458 -0.208
H 1.8549 -1.3653 -5.0582 0.224
C 3.1439 0.1611 -4.2226 -0.206
H 3.5000 0.5075 -5.2062 0.227
C 3.5339 0.8207 -3.0521 -0.204
H 4.1531 1.7198 -3.1124 0.220
C 3.1101 0.3553 -1.7981 -0.259
H 3.4547 0.8668 -0.8948 0.212
C 1.5093 -3.0620 0.4059 -0.396
C 2.0429 -3.9917 -0.4976 -0.228
H 2.6481 -3.6434 -1.3392 0.222
C 1.7803 -5.3634 -0.3418 -0.197
H 2.1793 -6.0754 -1.0681 0.223
C 0.9985 -5.8194 0.7288 -0.199
H 0.8020 -6.8869 0.8580 0.225
C 0.4768 -4.8988 1.6429 -0.215
H -0.1614 -5.2380 2.4687 0.221
C 0.7670 -3.5383 1.5048 -0.223
H 0.3789 -2.8238 2.2372 0.213
H -0.0888 -1.0357 1.1805 -0.253
H 0.1770 -1.4060 -0.8465 -0.142
N -0.5831 1.7058 -0.8735 -0.857
C -0.6153 2.9273 -0.0985 0.164
C -0.2338 4.1192 -0.6736 -0.191
C -0.4756 5.3226 0.0255 -0.191
C -1.1287 5.3382 1.2475 -0.175
C -1.5161 4.1219 1.8749 -0.006
C -2.2474 4.0486 3.0778 -0.101
C -2.5228 2.8091 3.6344 -0.255
C -2.1310 1.6411 2.9788 0.123
N -1.5194 1.6943 1.7779 -0.494
C -1.1941 2.9082 1.1965 0.121
H -1.2109 1.7739 -1.6910 0.418
H 0.3293 1.5265 -1.3182 0.423
H 0.2364 4.1206 -1.6650 0.239
H -0.1558 6.2598 -0.4205 0.240
H -1.3692 6.2733 1.7553 0.235
H -2.5889 4.9649 3.5434 0.241
H -3.0570 2.7165 4.5747 0.247
H -2.3240 0.6604 3.4060 0.229
```



(3)
Below is a molecular structure, C27H28N7SiV at a distorted geometry, with properties calculated with ωB97M-V with the def2-TZVPD basis set.

Values from the calculation:
2S+1	1
LUMO level (spin up / spin down)	-15.62 / -15.61	eV
E_HOMO (spin up / spin down)	-20.043 / -20.062	eV
DFT total energy	-72406.14320	eV
net charge	+4
energy above the lowest of the compared OMol25 structures with the same formula, charge and spin	0.0	kcal/mol
molecular weight	529.600	g/mol

Structure (XYZ):
```
64
Properties=species:S:1:pos:R:3:nbo_charge:R:1
V 9.9735 8.2813 13.0535 1.395
C 8.2184 5.9542 11.7874 -0.287
N 8.3464 6.6993 13.0634 -0.563
C 8.3028 5.9090 14.3102 -0.294
C 9.1594 6.6263 15.2931 0.474
N 9.9011 7.6913 14.9657 -0.506
C 10.5774 8.0871 16.1581 0.027
C 11.3615 9.1998 16.3839 -0.144
C 11.9384 9.3571 17.6560 -0.169
C 11.6178 8.4618 18.6692 -0.127
C 10.7076 7.4004 18.4796 -0.178
C 10.2245 7.1879 17.1884 0.175
N 9.3012 6.2617 16.5828 -0.447
C 9.0992 6.6747 10.8084 0.479
N 9.8999 7.6734 11.1607 -0.505
C 10.5861 8.0626 9.9701 0.036
C 11.3964 9.1463 9.7365 -0.187
C 11.9620 9.3036 8.4738 -0.156
C 11.5657 8.4563 7.4406 -0.124
C 10.6902 7.3865 7.6410 -0.185
C 10.1897 7.2173 8.9267 0.180
N 9.2358 6.3231 9.5092 -0.448
H 8.5781 4.9131 11.8924 0.281
H 7.1742 5.9507 11.4208 0.288
H 7.5685 7.3715 13.0970 0.433
H 7.2338 5.8417 14.6404 0.290
H 8.6773 4.8737 14.1603 0.283
H 11.4825 9.9088 15.5751 0.202
H 12.6393 10.1651 17.8297 0.268
H 12.0615 8.5929 19.6448 0.277
H 10.4014 6.7614 19.3072 0.277
H 8.7956 5.5255 17.0807 0.482
H 11.5695 9.8651 10.5357 0.213
H 12.6668 10.0983 8.2809 0.268
H 11.9605 8.6405 6.4398 0.279
H 10.3993 6.6985 6.8433 0.278
H 8.6772 5.6247 9.0152 0.480
N 14.2804 13.0070 13.0994 -0.080
C 14.0022 11.8787 13.1024 0.167
C 13.6288 10.5000 13.0880 -0.135
C 14.5939 9.4757 13.1215 0.009
C 14.1767 8.1465 13.0831 -0.200
C 12.8196 7.8829 13.0427 0.076
N 11.8927 8.8642 13.0523 -0.497
C 12.2858 10.1605 13.0457 0.095
H 15.6555 9.7485 13.1384 0.298
H 14.8517 7.2922 13.0675 0.296
H 12.4477 6.8492 13.0082 0.234
H 11.5028 10.9303 13.0741 0.255
C 5.9365 11.8668 14.3345 -1.046
Si 7.2178 12.2286 13.0147 1.452
C 6.4328 12.6052 11.3630 -1.075
C 8.1199 13.7936 13.4546 -1.060
C 8.2465 10.7676 12.9215 0.090
C 8.9960 9.7851 13.0046 -0.424
H 5.2343 12.7304 14.4302 0.310
H 6.3883 11.6551 15.3259 0.261
H 5.3243 10.9738 14.0380 0.254
H 5.6696 13.4008 11.4432 0.303
H 5.8916 11.7107 10.9611 0.255
H 7.1743 12.9040 10.5810 0.272
H 7.4355 14.6736 13.5384 0.314
H 8.8828 14.0906 12.7064 0.270
H 8.6628 13.7551 14.4189 0.263
```